This record from the OMol25 dataset describes a structure of composition C38H32N10O6RhS. The level of theory is the ωB97M-V functional and the def2-TZVPD basis.

```
88
Properties=species:S:1:pos:R:3:forces:R:3
Rh -0.51090 0.55886 -0.34722 0.583 1.140 1.307
C -0.59488 -3.61284 -1.58284 0.039 0.032 0.002
O 0.05800 -2.46604 -1.03448 -0.069 0.018 0.061
C 1.10298 -2.71657 -0.20309 0.108 -0.035 -0.154
C 1.47381 -4.01584 0.14986 -0.071 0.017 0.002
C 2.59798 -4.25669 0.91616 0.006 -0.073 -0.011
C 3.39480 -3.20393 1.33064 0.064 0.051 0.031
C 3.04002 -1.91552 0.99017 -0.198 0.063 0.111
C 1.88292 -1.64205 0.25488 -0.006 -0.070 -0.156
N 1.52862 -0.27536 -0.05680 -0.592 -0.827 -0.524
N 2.44407 0.52917 0.18703 0.322 -0.074 -0.001
C 2.40744 1.87617 0.01660 0.067 0.251 0.024
C 1.50232 2.48715 -0.86050 0.095 -0.467 -0.105
O 0.58388 1.76596 -1.43213 -0.101 0.531 0.174
C 1.62511 3.86980 -1.15409 0.093 0.129 -0.002
C 2.57378 4.60768 -0.51733 -0.129 0.037 -0.079
C 3.47952 4.03749 0.42330 0.090 -0.044 0.063
C 4.44637 4.83276 1.07512 -0.065 0.036 -0.037
C 5.33096 4.27335 1.95488 0.039 0.000 0.041
C 5.27632 2.89332 2.21239 0.011 -0.027 0.018
C 4.34237 2.09809 1.59864 -0.056 -0.004 0.004
C 3.42340 2.65231 0.68541 0.010 0.020 -0.056
H 0.10592 -4.21834 -2.15823 0.017 0.007 0.004
H -1.37124 -3.25058 -2.24342 -0.020 0.093 -0.083
H -1.05254 -4.21956 -0.80007 -0.022 0.017 0.015
H 0.89336 -4.85647 -0.19363 -0.009 -0.002 0.010
H 2.85822 -5.27682 1.16885 -0.013 0.036 -0.003
H 4.29030 -3.38183 1.91039 -0.020 0.011 -0.012
H 3.65895 -1.09146 1.30276 -0.002 0.058 0.013
H 0.94631 4.30505 -1.87589 0.007 -0.027 0.032
H 2.65253 5.67024 -0.71946 0.000 -0.025 -0.012
H 4.47814 5.89454 0.86098 0.003 -0.015 -0.002
H 6.07405 4.88511 2.44822 -0.003 -0.002 -0.008
H 5.98450 2.45194 2.90200 -0.013 0.000 -0.005
H 4.30740 1.03838 1.80804 0.013 0.005 -0.006
C 0.26619 3.26696 4.21353 -0.006 -0.009 -0.128
N 0.09320 2.12731 3.31044 0.099 0.092 0.046
C 0.22384 2.12154 1.99734 0.008 -0.101 -0.021
N -0.02804 0.88867 1.55643 -0.590 0.496 0.086
C -0.34964 0.18379 2.68190 0.367 -0.240 -0.183
N -0.27631 0.90850 3.76363 0.088 -0.038 0.001
C -0.75746 4.35069 3.95995 -0.031 -0.039 0.017
C -0.43148 5.67309 4.23382 0.028 0.024 0.019
C -1.36502 6.67966 4.02879 -0.030 0.013 -0.017
C -2.62430 6.37808 3.53522 0.012 0.051 0.013
C -2.94910 5.05618 3.25074 0.013 -0.074 0.003
C -2.01817 4.04418 3.47000 0.014 0.030 -0.045
C -4.26407 4.71852 2.70871 -0.104 -0.049 -0.041
N -5.23464 5.49044 2.36419 0.106 0.091 0.036
N -6.24554 4.66801 1.89275 -0.092 -0.094 -0.067
C -5.81020 3.45942 1.98435 0.062 0.090 0.054
O -4.55295 3.41275 2.49902 0.029 -0.059 0.026
C -6.42290 2.19385 1.59214 0.068 -0.024 0.014
C -7.61383 2.15062 0.87436 -0.044 0.002 -0.006
C -8.09478 0.93016 0.42853 0.000 0.035 0.010
C -7.38312 -0.24066 0.66627 -0.021 -0.029 -0.011
C -6.20248 -0.19635 1.39145 0.070 -0.013 0.047
C -5.33640 -1.41424 1.60510 0.030 0.109 -0.065
N -4.07053 -1.27631 0.87101 -0.084 -0.106 0.084
C -2.96526 -0.65265 1.24875 -0.009 0.009 0.038
N -2.09574 -0.66130 0.24561 0.003 -0.136 -0.129
C -2.77672 -1.28732 -0.76188 -0.032 -0.089 0.084
N -3.96899 -1.68139 -0.41112 0.021 0.027 0.014
C -5.74426 1.01829 1.87184 0.002 0.014 -0.033
H 1.27243 3.65942 4.07163 0.042 -0.023 0.021
H 0.20501 2.85016 5.21602 -0.073 0.013 0.053
H 0.47651 2.97942 1.39633 -0.109 0.004 0.053
H -0.56561 -0.87316 2.67822 -0.035 0.085 0.006
H 0.55632 5.92106 4.60701 -0.031 -0.006 -0.009
H -1.10359 7.70691 4.24640 -0.012 -0.022 -0.003
H -3.35888 7.15357 3.36172 0.016 -0.013 0.003
H -2.28460 3.02196 3.23121 -0.011 0.020 0.024
H -8.14055 3.07069 0.65705 0.012 -0.018 0.005
H -9.01821 0.89098 -0.13323 0.008 0.003 0.002
H -7.74502 -1.18419 0.27440 0.008 0.026 0.010
H -5.80617 -2.32418 1.24557 -0.026 -0.029 -0.045
H -5.08444 -1.54680 2.65644 0.009 0.007 0.025
H -2.83618 -0.20374 2.21900 0.022 -0.018 -0.042
H -2.38325 -1.40931 -1.75489 -0.002 0.010 0.027
H -4.81587 1.06873 2.42699 -0.029 0.010 -0.009
C -2.85352 3.82759 -1.68533 0.045 0.053 0.045
S -2.78549 2.20317 -1.00443 -0.396 -0.593 -1.193
O -4.09880 1.84883 -0.54468 0.044 0.080 0.049
O -2.19018 1.30859 -2.02092 -0.134 -0.071 0.091
O -1.77820 2.23429 0.10048 0.493 -0.295 0.345
H -3.77892 3.90093 -2.25355 0.060 -0.014 -0.014
H -1.98743 3.97506 -2.32769 -0.018 -0.017 0.074
H -2.86123 4.54479 -0.86517 -0.040 -0.030 -0.019
```
Forces are in eV/Å.

Results
energy relative to the best compared isomer or geometry (same formula, charge and spin) = 0.00 kcal per mole
total charge = +1
energy = -2974.7806 a.u.
E_HOMO = -10.57 eV